Entry 1:
{"formula": "C66H49F9O16V4", "method": "wB97M-V/def2-TZVPD", "symbols": ["O", "V", "O", "O", "V", "O", "O", "V", "O", "O", "V", "O", "C", "C", "C", "O", "C", "C", "C", "O", "O", "O", "H", "H", "C", "C", "C", "O", "C", "C", "C", "O", "O", "O", "H", "H", "F", "C", "C", "C", "C", "C", "C", "H", "H", "H", "H", "H", "F", "C", "C", "C", "C", "C", "C", "H", "H", "H", "H", "H", "F", "C", "C", "C", "C", "C", "C", "H", "H", "H", "H", "H", "F", "C", "C", "C", "C", "C", "C", "H", "H", "H", "H", "H", "F", "C", "C", "C", "C", "C", "C", "H", "H", "H", "H", "H", "F", "C", "C", "C", "C", "C", "C", "H", "H", "H", "H", "H", "F", "C", "C", "C", "C", "C", "C", "H", "H", "H", "H", "H", "F", "C", "C", "C", "C", "C", "C", "H", "H", "H", "H", "H", "F", "C", "C", "C", "C", "C", "C", "H", "H", "H", "H", "H"], "coordinates": [[-2.07787, 0.20358, -9.37594], [-1.66524, 1.38848, -8.39590], [-2.68634, 2.57930, -8.55661], [2.13179, 6.89360, -5.80139], [3.41904, 6.01472, -5.47292], [3.92974, 6.42570, -4.05644], [1.40882, 1.03496, 5.27794], [1.77061, -0.37402, 4.63386], [3.06208, -0.91854, 5.29536], [-5.11032, -2.50661, 1.90011], [-3.88530, -3.00966, 2.74840], [-3.18351, -4.32060, 2.10738], [1.36660, 1.50199, -1.88981], [1.12998, 0.86885, -0.61206], [-0.31248, 0.18691, -0.47893], [-0.65218, -0.22406, 0.66975], [-1.23949, 0.11120, -1.58048], [-0.89356, 0.68206, -2.78022], [0.48986, 1.36973, -2.91952], [0.81569, 2.04705, -4.00394], [-1.77527, 0.52287, -3.76298], [1.89737, 0.72193, 0.34923], [2.24304, 2.12699, -1.97725], [-2.17859, -0.41222, -1.47786], [-4.20773, -4.49515, 9.75177], [-3.66907, -4.04896, 8.54782], [-2.35560, -3.28591, 8.44177], [-1.75717, -3.10012, 7.30717], [-1.69234, -2.96570, 9.60216], [-2.19118, -3.27866, 10.94232], [-3.48455, -4.25700, 10.98746], [-3.77553, -4.75447, 12.10699], [-1.64635, -3.03524, 11.99725], [-4.46795, -4.11603, 7.49143], [-5.14949, -5.01654, 9.83923], [-0.76755, -2.41194, 9.53495], [-7.23067, -4.95998, -1.78709], [-8.22847, -4.26711, -2.45413], [-7.94498, -3.26397, -3.34275], [-8.95206, -2.60740, -4.03929], [-10.27269, -2.90376, -3.75554], [-10.62139, -3.87655, -2.79275], [-9.58273, -4.49962, -2.05735], [-6.92912, -3.00451, -3.60183], [-8.67095, -1.85159, -4.75772], [-11.10543, -2.39093, -4.21375], [-11.61593, -4.19038, -2.51202], [-9.77582, -5.25630, -1.31131], [5.73638, 8.49862, 3.27042], [6.60716, 7.64050, 2.66723], [7.96820, 7.97459, 2.64332], [8.89810, 7.24470, 1.86049], [8.46168, 6.15124, 1.15273], [7.10530, 5.77944, 1.17863], [6.20702, 6.49263, 1.95541], [8.40751, 8.84102, 3.11523], [9.93742, 7.53609, 1.82430], [9.14767, 5.50358, 0.62704], [6.80035, 4.86362, 0.69418], [5.18788, 6.14024, 2.01516], [-5.05314, 1.43554, 5.05140], [-5.84735, 2.43692, 5.46698], [-7.11795, 2.18348, 5.98284], [-7.91312, 3.27542, 6.35832], [-7.39033, 4.57651, 6.20377], [-6.12267, 4.79568, 5.76869], [-5.32301, 3.69292, 5.46762], [-7.50184, 1.17423, 5.96195], [-8.86875, 3.05868, 6.81242], [-7.96983, 5.42860, 6.52709], [-5.74977, 5.80258, 5.65253], [-4.30973, 3.87590, 5.14176], [-1.96053, -8.84125, -5.97472], [-1.50730, -7.95603, -5.05672], [-2.22915, -6.91923, -4.49278], [-1.64978, -6.18624, -3.52487], [-0.34366, -6.43018, -3.08824], [0.43819, -7.44888, -3.68112], [-0.19827, -8.25026, -4.62469], [-3.26137, -6.72789, -4.74639], [-2.20216, -5.30850, -3.22344], [0.03223, -5.73980, -2.34765], [1.47456, -7.63112, -3.43800], [0.33987, -9.04467, -5.12039], [3.26365, -4.58734, 1.82180], [3.99516, -5.48874, 1.20689], [3.94638, -6.80811, 1.59147], [4.82472, -7.76066, 1.00862], [5.77747, -7.32842, 0.09736], [5.86479, -5.99469, -0.25828], [4.97626, -5.07403, 0.32636], [3.18543, -7.09533, 2.30201], [4.79261, -8.80957, 1.26391], [6.44592, -8.00465, -0.41481], [6.58747, -5.55897, -0.93229], [5.08068, -4.05288, -0.00945], [-0.25242, 6.97509, -0.73016], [-0.05873, 7.60223, 0.43393], [-0.09832, 6.84625, 1.66984], [0.14059, 7.45982, 2.89642], [0.35943, 8.88478, 2.86507], [0.45545, 9.57319, 1.63320], [0.16634, 8.99241, 0.42945], [-0.30699, 5.78707, 1.70148], [0.06765, 6.88579, 3.80831], [0.52201, 9.46353, 3.76229], [0.68438, 10.62652, 1.70030], [0.14635, 9.48196, -0.53302], [-6.16245, 6.12279, 0.43021], [-6.86723, 4.99744, 0.14986], [-8.17929, 4.93606, 0.62909], [-8.95756, 3.83237, 0.39222], [-8.40828, 2.79462, -0.40135], [-7.06636, 2.86086, -0.88554], [-6.26657, 3.95275, -0.53356], [-8.63667, 5.74448, 1.18014], [-9.93451, 3.74098, 0.84345], [-9.00287, 1.90551, -0.55082], [-6.62981, 2.01563, -1.39682], [-5.29009, 4.16024, -0.94569], [2.34534, -2.12387, -7.16545], [3.46511, -2.89771, -7.02972], [4.62054, -2.37250, -6.51695], [5.77023, -3.12031, -6.28847], [5.77446, -4.46598, -6.67432], [4.64418, -5.05953, -7.23540], [3.51642, -4.24914, -7.37917], [4.60357, -1.34098, -6.19744], [6.64847, -2.63387, -5.89037], [6.67429, -4.96425, -6.34505], [4.61150, -6.06647, -7.62453], [2.63241, -4.74954, -7.74594], [8.17678, 1.41604, -3.55023], [9.23557, 0.85758, -2.90057], [10.44684, 0.77000, -3.58713], [11.51513, 0.07129, -3.01939], [11.33456, -0.58456, -1.76101], [10.12139, -0.42100, -1.06747], [9.08198, 0.28132, -1.61363], [10.60809, 1.21861, -4.55622], [12.45162, -0.01288, -3.55069], [12.22201, -1.05817, -1.36792], [10.09075, -0.99390, -0.15246], [8.10462, 0.42577, -1.17739]], "homo_ev": -6.0, "total_charge": 0, "gap_ev": 1.3761}

---

Entry 2:
{"formula": "C66H55F6N10O7RbSSb", "method": "wB97M-V/def2-TZVPD", "symbols": ["Rb", "C", "O", "C", "C", "C", "C", "C", "C", "C", "C", "C", "C", "C", "N", "C", "C", "C", "C", "C", "C", "C", "C", "C", "C", "O", "C", "C", "C", "C", "N", "C", "C", "C", "C", "C", "C", "O", "C", "C", "C", "C", "C", "C", "C", "N", "C", "C", "N", "C", "C", "C", "C", "O", "C", "C", "C", "H", "H", "H", "H", "H", "H", "H", "H", "H", "H", "H", "H", "H", "H", "H", "H", "H", "H", "H", "H", "H", "H", "H", "H", "H", "H", "H", "H", "H", "H", "H", "H", "H", "H", "H", "H", "N", "C", "C", "C", "C", "C", "C", "S", "O", "O", "N", "C", "N", "C", "C", "C", "N", "H", "H", "H", "H", "H", "H", "H", "H", "H", "C", "C", "O", "N", "C", "C", "C", "C", "C", "C", "N", "H", "H", "H", "H", "H", "H", "H", "H", "H", "H", "F", "Sb", "F", "F", "F", "F", "F"], "coordinates": [[-0.41067, -1.40306, -0.58399], [-3.16718, -2.37813, 9.93691], [-2.45788, -3.21566, 9.05823], [-2.24587, -2.73817, 7.78777], [-1.77079, -3.65561, 6.85690], [-1.58383, -3.27900, 5.54069], [-1.83220, -1.96859, 5.13254], [-2.25962, -1.05133, 6.07947], [-2.46984, -1.42523, 7.40250], [-1.71824, -1.59966, 3.69496], [-2.81624, -1.92132, 2.90055], [-4.12621, -2.31194, 3.35840], [-4.96222, -2.18846, 2.27745], [-4.12372, -1.78412, 1.18780], [-2.86753, -1.65921, 1.55599], [-4.34002, -1.27858, -0.19005], [-4.42004, 0.14596, -0.15868], [-5.23190, 0.91620, 0.77896], [-4.86154, 2.20684, 0.64274], [-3.71022, 2.18155, -0.25499], [-2.68844, 3.10924, -0.26379], [-2.85702, 4.50288, 0.12141], [-3.98645, 5.25189, -0.23974], [-4.10248, 6.58235, 0.10664], [-3.10744, 7.20489, 0.85403], [-3.31949, 8.52219, 1.16414], [-2.37160, 9.13625, 2.00615], [-1.98532, 6.48051, 1.23555], [-1.86082, 5.15408, 0.85707], [-1.31927, 2.61203, -0.44480], [-0.78937, 1.75264, 0.38711], [0.54765, 1.58997, 0.03524], [1.38779, 0.91305, 0.92005], [2.93236, 0.94217, 0.92359], [3.48300, -0.43579, 1.33465], [4.76051, -0.69316, 2.02291], [5.78026, 0.29997, 2.37113], [6.96348, -0.32498, 2.84046], [8.17774, 0.24231, 2.43229], [5.64083, 1.66658, 2.32119], [4.55464, 2.43791, 1.96875], [0.82614, 0.22671, 2.05888], [1.44091, 0.10049, 3.36231], [0.54592, -0.57019, 4.13624], [-0.57365, -0.88301, 3.28274], [-0.36986, -0.37755, 2.04547], [0.79118, 2.39343, -1.16155], [-0.36419, 3.05054, -1.43339], [-3.56328, 0.94226, -0.80461], [-3.87871, -2.03867, -1.30802], [-3.75551, -3.48429, -1.09455], [-3.41015, -4.48527, -1.90918], [-2.88210, -4.38608, -3.28161], [-1.90140, -5.31508, -3.60181], [-0.69561, -5.12878, -2.85422], [-2.69181, -3.05157, -3.93308], [-3.74459, -1.34939, -2.49955], [-3.40003, -2.97759, 10.81530], [-4.09820, -2.02300, 9.48343], [-2.57189, -1.51263, 10.24767], [-1.56601, -4.66798, 7.18122], [-1.23712, -4.00115, 4.81343], [-2.44735, -0.02758, 5.77981], [-2.80888, -0.68079, 8.11079], [-4.39121, -2.58089, 4.36985], [-6.02405, -2.38444, 2.23219], [-6.01985, 0.51036, 1.39511], [-5.21840, 3.06951, 1.18401], [-4.77271, 4.77303, -0.81062], [-4.96168, 7.16790, -0.19661], [-2.69087, 10.16985, 2.12239], [-1.36765, 9.11943, 1.57170], [-2.33804, 8.65664, 2.98958], [-1.20370, 6.92708, 1.83457], [-0.99279, 4.58816, 1.17198], [2.69587, -1.13636, 1.57919], [4.78331, -1.57214, 2.66783], [8.93191, -0.54918, 2.47409], [8.49269, 1.05527, 3.10237], [8.11193, 0.63749, 1.41891], [6.51967, 2.25341, 2.57503], [4.60318, 3.51700, 2.00832], [2.39580, 0.50950, 3.65413], [0.65299, -0.86351, 5.16935], [1.67454, 2.46261, -1.76376], [-0.56151, 3.73689, -2.24489], [-4.05083, -3.77923, -0.09431], [-3.42564, -5.49954, -1.52468], [-0.22674, -4.17218, -3.10827], [-0.03124, -5.94301, -3.13100], [-0.87937, -5.16452, -1.77882], [-1.81367, -3.01214, -4.56465], [-4.12136, -0.34106, -2.50241], [9.24277, 2.22321, -2.32469], [7.90530, 1.98356, -1.97285], [7.04720, 3.04591, -1.66721], [5.74929, 2.79623, -1.27239], [5.28767, 1.49074, -1.15460], [6.11674, 0.43294, -1.47864], [7.42388, 0.68487, -1.87663], [3.51120, 1.33218, -0.91284], [4.54554, -1.03600, 0.63469], [3.24453, 2.01238, 1.72944], [2.98331, -0.05804, -1.53558], [3.05203, -0.27006, -2.84693], [2.43897, -1.39956, -3.30289], [2.50473, -1.63795, -4.59307], [3.16056, -0.80697, -5.50178], [3.74658, 0.32330, -4.95363], [3.70255, 0.61039, -3.66476], [9.41206, 3.13537, -2.71503], [9.66454, 1.48516, -2.86331], [7.40303, 4.06625, -1.76754], [5.07585, 3.61593, -1.05738], [5.72739, -0.57229, -1.42464], [8.08544, -0.14084, -2.11782], [2.00356, -2.54366, -4.92958], [3.19284, -1.03004, -6.55896], [4.28425, 1.04112, -5.57055], [0.68855, 0.95369, -4.83263], [-0.64670, 0.44678, -4.33269], [-0.78329, -0.18198, -3.30218], [-1.70547, 0.78166, -5.12592], [-3.07864, 0.44138, -4.75955], [-3.32586, -1.05479, -4.85904], [-3.43567, -1.62579, -6.09946], [-3.54792, -2.99100, -6.60062], [-3.66699, -4.14275, -5.90536], [-3.77272, -3.98400, -4.44501], [-3.18716, -1.75274, -3.66155], [1.43932, 0.75244, -4.07530], [0.63767, 2.02854, -5.00998], [0.97684, 0.44877, -5.75572], [-1.52900, 1.14875, -6.04294], [-3.74349, 1.00036, -5.41481], [-3.21054, 0.77326, -3.72948], [-3.42232, -0.89138, -6.89979], [-3.53434, -3.06444, -7.68474], [-3.63445, -5.11055, -6.39059], [-4.75247, -3.67137, -4.09470], [1.20829, -2.80583, 0.60715], [0.68547, -4.47194, 1.37488], [0.28874, -3.69698, 3.04904], [2.45511, -4.74896, 2.00051], [0.13812, -6.15239, 2.10367], [1.14649, -5.35120, -0.25807], [-1.07858, -4.30987, 0.64954]], "relative_energy_kcal_mol": 0.0, "homo_ev": [-0.3, -0.3], "multiplicity": 2, "total_charge": -2, "gap_ev": [3.4304, 3.2609], "s2": 0.873}